# 1
ORCA calculation (ωB97M-V/def2-TZVPD) on the molecule Cl2H2OSi at a distorted geometry.

```
! wB97M-V def2-TZVPD RIJCOSX def2/J DEFGRID3
* xyz 0 1
O -0.7644 0.4589 0.9463
Si 0.2974 0.0231 -0.1799
Cl -0.2169 -2.0784 -0.8492
Cl 0.4814 1.2291 -1.7978
H -1.5117 0.2450 1.5570
H 1.7143 0.1222 0.3236
*
```

Orbital gap in Ha: 0.425
E_LUMO in eV: 0.3
SMILES string: O[SiH](Cl)Cl


# 2
ORCA calculation (ωB97M-V/def2-TZVPD) on a cluster of 2 separate species, C4H8O2 in total.

```
! wB97M-V def2-TZVPD RIJCOSX def2/J DEFGRID3
* xyz 0 1
O 0.4169 -0.3894 -1.5162
C 1.2863 0.3469 -0.6673
C 0.5696 0.9808 0.5197
C -0.8919 1.3195 0.4628
C -0.5756 0.2983 1.1956
H -0.3722 0.1542 -1.6523
H 1.8076 1.1255 -1.2443
H 2.0382 -0.3696 -0.3211
H 1.2428 1.6050 1.1185
H -1.6486 1.9938 0.0887
H -0.8468 -0.5232 1.8389
O -0.5449 -2.4468 0.1864
H -0.1514 -1.8710 -0.4952
H -1.4870 -2.4289 -0.0169
*
```

Orbital gap in Ha: 0.387
E_LUMO in eV: 0.8
SMILES string: OCC1C=C1.O


# 3
ORCA calculation (ωB97M-V/def2-TZVPD) on the ion C2H5N3O2 with charge +2 at a distorted geometry.

```
! wB97M-V def2-TZVPD RIJCOSX def2/J DEFGRID3
* xyz 2 1
C 0.2009 -0.0691 -1.0942
C -0.1457 0.0691 1.2493
N -1.5795 0.1337 3.3501
N -0.6152 0.0360 -0.0152
N 1.4165 -0.4977 -1.0104
O 0.9704 -0.1047 1.5717
O -1.4232 0.4652 2.0756
H -0.1467 0.1814 -2.1141
H -2.3681 0.6445 3.8127
H -1.6748 0.2977 -0.1861
H 2.1416 -0.5069 -1.8519
H 1.8217 -0.5396 -0.1120
*
```

Orbital gap in Ha: 0.310
E_LUMO in eV: -13.3


# 4
ORCA calculation (ωB97M-V/def2-TZVPD) on the molecule C3H2N2O2 at a distorted geometry.

```
! wB97M-V def2-TZVPD RIJCOSX def2/J DEFGRID3
* xyz 0 1
C -2.6345 -0.7432 -0.2179
N -1.8647 0.2268 -0.2034
O -0.5190 -0.1900 0.5459
C 0.5214 0.5474 0.1807
O 0.7003 1.6828 -0.1143
C 1.8577 -0.2864 -0.0850
N 2.7146 -1.2067 -0.1789
H -3.5726 -0.2968 -0.3839
H -2.2949 -1.8934 0.3409
*
```

Orbital gap in Ha: 0.390
E_LUMO in eV: -0.6
SMILES string: C=NOC(=O)C#N


# 5
ORCA calculation (ωB97M-V/def2-TZVPD) on a structure of composition C37H38BClFHfN8O2 at a distorted geometry.

```
! wB97M-V def2-TZVPD RIJCOSX def2/J DEFGRID3
* xyz 1 1
Hf -0.1404 -0.1217 0.0153
C -1.2952 -4.1096 -0.7793
C 0.1155 -3.6204 -0.8346
C 1.1701 -4.4576 -1.1804
C 2.3103 -3.6846 -1.1139
C 3.7070 -4.1187 -1.4050
N 1.9360 -2.4494 -0.7458
N 0.5766 -2.3788 -0.5801
B 2.9175 -1.2974 -0.4842
N 2.6480 -0.1385 -1.4501
N 1.4484 0.5310 -1.5637
C 1.6351 1.4695 -2.5221
C 0.6658 2.4933 -2.9984
C 2.9325 1.3765 -3.0151
C 3.5427 0.3579 -2.3151
C 4.9476 -0.1161 -2.4650
N 2.8421 -0.8120 0.9692
N 1.7820 -0.1077 1.4706
C 2.1425 0.3112 2.6938
C 1.3276 1.1501 3.6240
C 3.4312 -0.1377 2.9773
C 3.8450 -0.8423 1.8630
C 5.1459 -1.5414 1.6595
H -1.2726 -5.1961 -0.7297
H -1.8497 -3.8530 -1.6858
H -1.8373 -3.7533 0.0902
H 1.1063 -5.5002 -1.4415
H 3.6900 -5.1581 -1.7235
H 4.3438 -4.0397 -0.5240
H 4.1512 -3.5157 -2.1962
H 4.0128 -1.6955 -0.6821
H -0.2674 2.4427 -2.4672
H 0.4795 2.3570 -4.0646
H 1.0998 3.4859 -2.8683
H 3.3668 1.9916 -3.7843
H 5.4355 0.4834 -3.2295
H 4.9889 -1.1622 -2.7681
H 5.5029 -0.0085 -1.5333
H 0.2920 1.2461 3.3160
H 1.7597 2.1506 3.6758
H 1.3717 0.7287 4.6290
H 3.9919 0.0394 3.8791
H 5.7324 -1.4702 2.5723
H 5.7169 -1.0898 0.8482
H 4.9929 -2.5951 1.4284
N -2.1670 -1.2339 -0.5859
C -2.9995 -1.7741 0.4499
C -4.2875 -2.1812 0.2204
C -5.0769 -2.6944 1.2644
C -4.5646 -2.7999 2.5271
C -3.2468 -2.3739 2.7980
C -2.6594 -2.4451 4.0792
C -1.3725 -2.0191 4.2498
C -0.6698 -1.5093 3.1487
N -1.1789 -1.4078 1.9385
C -2.4599 -1.8411 1.7489
H -2.1071 -1.8951 -1.3552
H -2.7898 -0.4531 -1.0054
H -4.6959 -2.1001 -0.7798
H -6.0940 -2.9976 1.0579
H -5.1588 -3.2077 3.3348
H -3.2355 -2.8378 4.9078
H -0.8887 -2.0679 5.2146
H 0.3525 -1.1771 3.2714
Cl -3.6761 6.6879 -4.5244
C -3.3575 5.2000 -3.7097
C -3.9788 4.0394 -4.1497
C -3.7327 2.8525 -3.4850
C -2.8448 2.8158 -2.4121
C -2.2185 3.9824 -1.9910
C -2.4890 5.1812 -2.6281
C -2.6089 1.4974 -1.7592
O -3.5808 0.7283 -1.6225
O -1.4240 1.2314 -1.3413
H -4.6459 4.0704 -4.9998
H -4.2213 1.9384 -3.7919
H -1.5354 3.9538 -1.1500
H -2.0248 6.1004 -2.2984
F -1.1343 5.3472 3.0220
C -0.9578 4.1718 2.4006
C 0.1275 4.0187 1.5581
C 0.3082 2.7956 0.9309
C -0.5506 1.7055 1.1512
C -1.6440 1.9297 1.9981
C -1.8613 3.1515 2.6206
H 0.8119 4.8430 1.4051
H 1.1614 2.6839 0.2661
H -2.3568 1.1319 2.1893
H -2.7075 3.3141 3.2753
*
```

Orbital gap in Ha: 0.286
E_LUMO in eV: -3.2


# 6
ORCA calculation (ωB97M-V/def2-TZVPD) on a structure of composition C8H11IN2O7P2S2Se3TcTe.

```
! wB97M-V def2-TZVPD RIJCOSX def2/J DEFGRID3
* xyz 0 4
Tc -0.3644 -0.0259 1.6862
O 1.6182 -2.9989 3.5435
P 1.0942 -2.0586 2.4167
O -0.4332 -1.9536 2.3717
O 1.6580 -0.6468 2.4021
O 1.5720 -2.7885 1.0843
P 1.5110 -1.9069 -0.2993
O 2.9469 -1.2335 -0.3397
O 1.3164 -2.8170 -1.4438
O 0.4563 -0.8147 -0.1105
H 1.3158 -2.6457 4.4034
H 3.0844 -0.6994 0.4590
Se -1.1566 0.8288 3.8875
Se 0.1047 -0.2835 5.5306
Te -2.9617 -0.7076 4.7621
Se -2.6687 -0.1250 0.8624
I 1.7535 2.5636 3.3530
C 0.9250 2.8950 1.4772
C 1.2389 4.0911 0.8417
C 0.7308 4.3438 -0.4162
C -0.0775 3.3878 -1.0118
C -0.3516 2.2321 -0.3168
N 0.1253 1.9791 0.9198
H 1.8786 4.8016 1.3428
H 0.9671 5.2700 -0.9232
H -0.4957 3.5277 -1.9979
H -0.9757 1.4594 -0.7421
S -2.4080 -2.0958 -0.1632
C -1.9149 -1.5756 -1.7183
N -1.1057 -2.2835 -2.4602
C -0.6545 -1.6344 -3.6893
C -1.7531 -0.6504 -4.0607
S -2.4559 -0.1073 -2.4693
H -0.4105 -2.9035 -1.9990
H -0.4895 -2.3773 -4.4665
H 0.2930 -1.1346 -3.4720
H -2.5422 -1.1232 -4.6430
H -1.3711 0.2113 -4.6013
*
```

Orbital gap (spin up / spin down) in Ha: 0.232 / 0.224
E_LUMO (spin up / spin down) in eV: -0.6 / -1.1


# 7
ORCA calculation (ωB97M-V/def2-TZVPD) on the ion C3H5N2S with charge -1 at a distorted geometry.

```
! wB97M-V def2-TZVPD RIJCOSX def2/J DEFGRID3
* xyz -1 1
C -0.0115 -1.6106 0.3365
N 0.0193 -0.4780 -0.5508
C 1.2544 0.8805 -0.5140
C 0.0982 1.6394 -0.2352
N -0.7958 0.6502 0.0195
S -2.1959 0.5060 0.8422
H -0.9879 -2.1588 0.2536
H 0.7493 -2.1560 -0.0278
H 0.2615 -1.2368 1.3406
H 1.7940 1.3136 -1.4495
H -0.1856 2.6505 -0.0152
*
```

Orbital gap in Ha: 0.225
E_LUMO in eV: 4.1
SMILES string: Cn1ccn1[S-]


# 8
ORCA calculation (ωB97M-V/def2-TZVPD) on a cluster of 2 separate species, C6H16N in total.

```
! wB97M-V def2-TZVPD RIJCOSX def2/J DEFGRID3
* xyz 1 1
C -1.2987 -1.4991 1.7764
N -1.1867 -0.9788 0.3853
C -2.1908 0.0767 0.0711
H -0.5525 -2.2664 1.9403
H -1.1334 -0.6673 2.4572
H -2.3011 -1.8810 1.9373
H -1.2783 -1.7343 -0.2963
H -0.2223 -0.5996 0.2427
H -3.1788 -0.2969 0.3191
H -2.1382 0.3216 -0.9832
H -1.9599 0.9521 0.6658
C 0.8923 0.8603 -2.0096
C 1.4638 0.5257 -0.6590
C 1.8799 -0.7105 -0.3763
C 1.6291 1.6392 0.3414
H -0.0221 1.4501 -1.9180
H 0.7043 -0.0365 -2.5889
H 1.5986 1.4964 -2.5463
H 2.3886 -0.9123 0.5576
H 1.8664 -1.5269 -1.0874
H 2.3075 1.3151 1.1258
H 0.6794 1.9492 0.7780
H 2.0529 2.5232 -0.1330
*
```

Orbital gap in Ha: 0.381
E_LUMO in eV: -3.1